{
  "formula": "C52H106N10O8",
  "method": "ωB97M-V/def2-TZVPD",
  "charge": 2,
  "gap_ev": 6.9,
  "lumo_ev": -4.1,
  "total_energy_ha": -3193.7145,
  "spin_multiplicity": 1,
  "species": ["C", "O", "C", "C", "N", "H", "H", "C", "C", "O", "C", "H", "H", "H", "H", "H", "H", "H", "H", "H", "H", "H", "H", "H", "H", "C", "O", "C", "C", "N", "H", "H", "C", "C", "O", "C", "H", "H", "H", "H", "H", "H", "H", "H", "H", "H", "H", "H", "H", "H", "C", "O", "C", "C", "N", "H", "H", "C", "C", "O", "C", "H", "H", "H", "H", "H", "H", "H", "H", "H", "H", "H", "H", "H", "H", "C", "C", "O", "O", "H", "H", "H", "C", "C", "N", "C", "C", "C", "C", "H", "H", "H", "H", "H", "H", "H", "H", "H", "H", "H", "H", "H", "H", "H", "C", "C", "N", "C", "C", "C", "C", "H", "H", "H", "H", "H", "H", "H", "H", "H", "H", "H", "H", "H", "H", "H", "N", "C", "C", "C", "C", "H", "H", "H", "H", "H", "N", "C", "C", "C", "C", "H", "H", "H", "H", "H", "N", "C", "C", "C", "C", "H", "H", "H", "H", "H", "N", "C", "C", "C", "C", "H", "H", "H", "H", "H", "N", "C", "C", "C", "C", "H", "H", "H", "H", "H"],
  "positions_angstrom": [[16.502, -28.276, -17.225], [16.671, -26.920, -17.521], [16.418, -26.683, -18.868], [16.456, -25.199, -19.075], [15.606, -24.614, -17.953], [15.747, -25.200, -17.109], [15.917, -23.652, -17.811], [14.164, -24.580, -18.273], [13.386, -23.959, -17.130], [13.756, -24.487, -15.893], [13.306, -25.825, -15.640], [16.675, -28.561, -16.191], [17.178, -28.911, -17.813], [15.481, -28.609, -17.461], [15.404, -27.013, -19.157], [17.147, -27.219, -19.482], [16.028, -24.850, -20.002], [17.447, -24.812, -18.850], [13.819, -25.571, -18.547], [14.039, -23.907, -19.122], [12.305, -24.023, -17.303], [13.601, -22.889, -17.065], [13.611, -26.535, -16.437], [12.217, -25.894, -15.537], [13.805, -26.184, -14.743], [23.880, -27.892, -24.681], [24.102, -26.677, -23.960], [23.129, -26.413, -23.021], [23.553, -25.262, -22.160], [24.007, -24.148, -23.085], [24.701, -24.630, -23.685], [23.217, -23.823, -23.642], [24.584, -22.960, -22.386], [25.283, -22.103, -23.413], [26.200, -22.922, -24.057], [26.976, -22.226, -25.011], [23.763, -28.726, -23.979], [24.729, -28.079, -25.330], [22.985, -27.809, -25.310], [22.962, -27.256, -22.341], [22.189, -26.132, -23.520], [24.464, -25.470, -21.597], [22.777, -24.884, -21.492], [25.299, -23.312, -21.647], [23.725, -22.520, -21.886], [25.798, -21.300, -22.863], [24.567, -21.616, -24.096], [27.769, -22.879, -25.351], [27.436, -21.322, -24.597], [26.341, -21.920, -25.850], [14.983, -21.981, -21.382], [15.951, -22.805, -21.954], [15.421, -23.869, -22.682], [16.452, -24.382, -23.658], [16.869, -23.200, -24.475], [16.030, -22.632, -24.660], [17.554, -22.619, -23.978], [17.576, -23.390, -25.800], [17.724, -22.048, -26.447], [16.447, -21.445, -26.475], [16.482, -20.138, -27.056], [14.594, -22.442, -20.460], [14.118, -21.838, -22.038], [15.424, -21.028, -21.119], [14.532, -23.559, -23.253], [15.183, -24.681, -21.993], [15.956, -25.029, -24.382], [17.285, -24.849, -23.139], [17.014, -24.089, -26.409], [18.543, -23.788, -25.511], [18.116, -22.182, -27.466], [18.465, -21.415, -25.923], [16.913, -19.451, -26.329], [15.469, -19.881, -27.356], [17.029, -20.133, -28.006], [20.098, -26.659, -21.139], [19.587, -25.245, -21.397], [20.477, -24.341, -21.278], [18.348, -25.056, -21.709], [19.281, -27.332, -20.891], [20.923, -26.722, -20.430], [20.582, -26.920, -22.089], [23.428, -26.942, -19.226], [24.686, -26.664, -18.427], [25.866, -27.270, -19.024], [25.713, -28.701, -19.266], [25.172, -29.523, -18.109], [27.128, -26.987, -18.360], [27.319, -25.516, -18.042], [22.635, -26.335, -18.785], [23.095, -27.977, -19.274], [23.615, -26.643, -20.265], [24.820, -25.585, -18.366], [24.561, -27.023, -17.386], [26.723, -29.086, -19.448], [25.208, -28.869, -20.223], [25.224, -30.590, -18.360], [24.129, -29.355, -17.862], [25.862, -29.403, -17.273], [27.244, -27.555, -17.419], [27.900, -27.326, -19.053], [27.364, -24.933, -18.965], [26.506, -25.136, -17.427], [28.251, -25.356, -17.503], [21.486, -32.459, -25.965], [21.057, -31.350, -24.967], [20.334, -31.838, -23.835], [21.058, -32.752, -22.995], [20.121, -33.661, -22.213], [19.612, -30.837, -23.090], [20.408, -29.570, -22.746], [21.905, -31.967, -26.839], [20.572, -32.999, -26.225], [22.216, -33.131, -25.526], [21.991, -30.824, -24.661], [20.482, -30.636, -25.566], [21.664, -33.433, -23.595], [21.789, -32.195, -22.385], [19.585, -33.177, -21.400], [19.447, -34.102, -22.947], [20.677, -34.490, -21.770], [19.275, -31.291, -22.156], [18.667, -30.560, -23.581], [20.633, -28.942, -23.601], [21.284, -29.956, -22.224], [19.792, -28.966, -22.090], [20.655, -30.899, -17.155], [20.962, -31.426, -18.385], [20.549, -30.537, -19.344], [20.025, -29.394, -18.663], [20.057, -29.666, -17.328], [20.722, -31.376, -16.282], [21.442, -32.391, -18.418], [20.775, -30.628, -20.393], [19.670, -28.492, -19.138], [19.795, -29.128, -16.431], [20.417, -25.344, -25.268], [19.660, -26.263, -24.578], [19.690, -27.423, -25.298], [20.477, -27.230, -26.457], [20.864, -25.916, -26.448], [20.617, -24.458, -24.856], [19.296, -26.012, -23.591], [19.157, -28.321, -25.034], [20.781, -27.993, -27.153], [21.538, -25.377, -27.092], [22.943, -23.872, -18.310], [23.229, -23.382, -19.548], [24.526, -22.942, -19.521], [25.018, -23.127, -18.198], [23.997, -23.683, -17.464], [22.068, -24.286, -18.011], [22.464, -23.428, -20.309], [25.102, -22.501, -20.320], [25.970, -22.833, -17.792], [23.909, -24.019, -16.443], [14.342, -27.210, -21.811], [15.705, -27.312, -21.768], [16.011, -28.606, -22.010], [14.794, -29.327, -22.091], [13.783, -28.441, -21.941], [13.831, -26.382, -21.591], [16.351, -26.476, -21.536], [16.975, -29.086, -21.981], [14.702, -30.384, -22.265], [12.719, -28.602, -21.942], [19.836, -23.596, -17.872], [20.203, -23.411, -16.558], [20.591, -24.605, -16.008], [20.483, -25.576, -17.072], [19.920, -24.955, -18.151], [19.530, -22.872, -18.484], [20.046, -22.448, -16.092], [21.045, -24.691, -15.039], [20.659, -26.640, -17.071], [19.621, -25.325, -19.120]],
  "forces_ev_per_angstrom": [[-0.33, -1.85, -0.26], [0.03, 0.48, 0.85], [-0.42, -0.31, -0.71], [0.26, 0.34, 1.45], [-0.13, 0.00, -0.60], [0.27, 0.38, -0.11], [0.03, -0.20, 0.49], [-0.59, 0.62, -0.31], [-0.32, 0.23, 0.40], [0.10, -0.72, 0.45], [0.22, -0.35, -0.47], [0.16, 0.78, 0.25], [0.02, 0.25, -0.08], [0.01, 0.16, -0.05], [0.28, -0.43, 0.11], [-0.10, 0.20, -0.19], [0.33, 0.05, -0.29], [0.10, 0.05, -0.55], [0.13, -0.14, 0.07], [0.03, -0.28, -0.19], [0.06, -0.23, -0.15], [0.14, -0.01, -0.06], [-0.11, 0.38, 0.09], [0.16, 0.21, 0.06], [-0.17, 0.29, 0.13], [-0.28, 0.05, 0.04], [0.99, -0.26, -0.65], [-0.96, 0.15, 0.62], [0.81, 0.77, -0.17], [0.02, -0.72, 0.25], [-0.24, 0.63, -0.16], [0.14, -0.24, -0.25], [-0.12, -0.71, -0.91], [-0.26, 0.74, 0.74], [0.13, -0.32, -0.08], [0.04, 0.40, -0.35], [0.01, 0.07, -0.10], [0.16, 0.13, 0.11], [0.00, 0.00, 0.19], [-0.20, -0.17, -0.17], [-0.17, -0.32, 0.07], [-0.13, -0.22, 0.13], [-0.03, -0.29, -0.30], [-0.16, -0.33, -0.62], [0.29, 0.47, 0.02], [-0.08, 0.05, -0.14], [0.12, -0.16, -0.13], [-0.04, -0.17, -0.07], [-0.08, -0.10, 0.18], [0.13, -0.06, -0.06], [-0.75, -0.08, 0.66], [0.69, 0.45, -0.50], [0.02, -0.45, 0.01], [-0.49, 0.16, -0.71], [0.58, 0.66, -0.49], [0.40, 0.18, 0.00], [-0.69, -0.03, 0.60], [-0.12, -0.46, 0.85], [-0.01, 0.55, -0.48], [0.28, -0.13, -0.14], [-0.20, -0.34, -0.43], [-0.01, 0.13, -0.04], [0.12, 0.17, -0.09], [0.12, 0.11, -0.07], [-0.14, -0.02, 0.28], [-0.39, -0.15, -0.19], [0.10, -0.39, 0.21], [0.22, 0.10, -0.25], [-0.04, -0.11, 0.00], [0.06, -0.37, -0.45], [-0.06, -0.06, 0.11], [-0.26, -0.09, 0.09], [-0.05, 0.30, -0.18], [-0.11, 0.13, 0.50], [0.32, -0.08, 0.30], [-0.01, 0.38, -0.68], [0.31, 1.42, 0.55], [-1.22, -0.66, -0.64], [1.82, -0.49, 0.71], [0.09, -0.18, -0.17], [-0.27, 0.27, 0.32], [-0.43, -0.42, 0.13], [0.06, 0.23, -0.28], [0.29, -0.53, 0.36], [-0.33, 0.14, -0.46], [0.67, -0.18, -0.40], [0.25, -0.79, -0.30], [-0.04, 0.11, 0.31], [0.13, -0.01, -0.17], [-0.14, -0.14, -0.30], [0.10, -0.15, 0.29], [-0.23, 0.02, 0.37], [0.06, -0.31, -0.19], [-0.16, 0.12, -0.04], [-0.04, 0.08, -0.10], [-0.42, -0.01, 0.23], [0.07, 0.12, -0.12], [0.01, 0.36, 0.29], [-0.43, 0.13, 0.34], [-0.05, -0.04, -0.10], [0.19, 0.00, 0.17], [-0.12, 0.07, 0.04], [0.16, 0.00, 0.02], [0.06, -0.08, 0.01], [-0.76, 0.67, 0.75], [1.38, -0.17, -0.88], [-0.88, -0.25, -0.50], [0.44, -0.29, 0.21], [0.41, -0.30, 0.10], [-0.57, 0.58, -0.03], [-0.53, -0.90, 0.20], [0.08, -0.18, -0.15], [0.26, -0.19, -0.21], [0.06, -0.10, -0.16], [-0.20, 0.09, -0.03], [-0.29, 0.04, 0.45], [-0.04, 0.26, -0.23], [-0.03, -0.18, 0.40], [-0.18, 0.06, -0.10], [-0.29, 0.08, 0.21], [0.08, 0.09, 0.05], [0.11, 0.02, 0.02], [0.21, -0.06, -0.33], [0.42, -0.21, -0.11], [0.37, 0.73, -0.02], [0.14, -0.05, 0.30], [-0.43, 0.61, -0.91], [-0.23, -0.09, 0.57], [0.72, 0.13, 0.18], [-0.23, -0.18, -0.43], [0.54, -0.58, 0.85], [0.14, -0.16, 0.26], [-0.04, 0.03, -0.31], [-0.25, -0.04, 0.06], [-0.01, -0.02, 0.16], [-0.19, 0.28, -0.24], [-0.53, -0.62, -0.24], [0.46, 0.14, -0.01], [-0.59, -0.46, 0.25], [-0.10, 0.45, 0.11], [0.81, 0.30, 0.54], [0.32, 0.41, -0.29], [-0.32, -0.14, -0.33], [0.07, -0.07, 0.02], [-0.20, 0.14, -0.24], [-0.07, 0.02, -0.11], [-0.20, 0.39, 0.45], [-0.28, -0.42, 0.12], [0.77, 0.48, 0.66], [-0.48, 0.30, 0.41], [-0.09, 0.02, -0.40], [0.19, 0.11, -0.27], [0.03, 0.13, 0.09], [-0.28, 0.21, 0.95], [0.11, -0.02, -0.16], [0.21, 0.10, 0.02], [-0.13, 0.71, 0.67], [0.25, 0.67, -0.37], [0.42, -1.05, 0.47], [0.31, -0.67, -0.24], [-0.65, -0.27, -0.28], [-0.25, 0.23, -0.02], [0.00, -0.03, -0.32], [0.22, 0.23, -0.18], [-0.08, -0.05, 0.03], [-0.04, 0.14, -0.07], [-0.35, -1.21, 1.06], [-0.41, 0.43, 0.05], [0.38, 0.12, -1.20], [-0.80, -0.14, 0.46], [0.31, 0.88, -0.38], [-0.08, 0.18, -0.40], [0.39, -0.06, -0.08], [-0.15, -0.28, 0.20], [0.18, 0.01, 0.30], [0.29, 0.02, 0.25]]
}

---

{
  "formula": "C38H34FN4O6Sn",
  "method": "ωB97M-V/def2-TZVPD",
  "charge": 1,
  "gap_ev": 5.5,
  "e_above_lowest_kcal_mol": 32.4,
  "lumo_ev": -4.6,
  "total_energy_ha": -2452.9732,
  "spin_multiplicity": 1,
  "species": ["Sn", "O", "C", "O", "C", "C", "C", "C", "C", "N", "C", "O", "O", "H", "H", "H", "O", "C", "O", "C", "C", "C", "C", "C", "C", "N", "C", "C", "C", "C", "C", "C", "N", "H", "H", "H", "H", "H", "H", "H", "H", "H", "H", "C", "C", "C", "C", "C", "C", "C", "C", "C", "C", "C", "C", "N", "C", "C", "C", "C", "C", "C", "F", "H", "H", "H", "H", "H", "H", "H", "H", "H", "H", "H", "H", "H", "H", "H", "H", "H", "H", "H", "H", "H"],
  "positions_angstrom": [[-0.691, -0.125, -0.698], [0.387, -4.045, -1.714], [0.333, -2.878, -1.439], [-0.766, -2.182, -1.234], [1.602, -2.064, -1.299], [2.884, -2.493, -1.577], [3.927, -1.596, -1.374], [3.674, -0.318, -0.880], [2.360, 0.034, -0.639], [1.385, -0.836, -0.861], [1.859, 1.373, -0.132], [2.614, 2.180, 0.339], [0.563, 1.518, -0.277], [3.040, -3.498, -1.943], [4.942, -1.893, -1.601], [4.461, 0.400, -0.695], [4.166, 0.181, -7.105], [3.769, -0.584, -6.074], [4.363, -1.579, -5.778], [2.560, -0.129, -5.305], [2.239, 1.211, -5.122], [1.170, 1.573, -4.318], [0.421, 0.583, -3.695], [0.714, -0.759, -3.905], [1.785, -1.113, -4.700], [-0.643, 0.909, -2.796], [-1.379, 1.918, -3.018], [-2.438, 2.315, -2.092], [-3.274, 3.377, -2.374], [-4.268, 3.691, -1.452], [-4.377, 2.935, -0.300], [-3.487, 1.884, -0.098], [-2.545, 1.590, -0.980], [3.527, 0.880, -7.290], [2.850, 1.992, -5.557], [0.977, 2.621, -4.129], [0.070, -1.518, -3.483], [2.038, -2.153, -4.856], [-1.264, 2.503, -3.928], [-3.154, 3.944, -3.287], [-4.943, 4.515, -1.635], [-5.135, 3.145, 0.439], [-3.526, 1.269, 0.793], [2.185, -2.753, 1.751], [0.814, -2.368, 2.334], [0.493, -3.379, 3.440], [0.832, -0.921, 2.813], [1.914, -0.512, 3.585], [2.103, 0.815, 3.925], [1.238, 1.786, 3.449], [0.169, 1.442, 2.639], [-0.818, 2.497, 2.183], [-0.175, 3.857, 1.934], [-1.953, 2.613, 3.208], [-0.077, 0.071, 2.376], [-1.247, -0.195, 1.635], [-2.114, -1.219, 1.975], [-2.237, -1.705, 3.283], [-3.221, -2.620, 3.617], [-4.092, -3.102, 2.650], [-4.009, -2.626, 1.351], [-3.060, -1.677, 1.055], [-3.031, -1.156, -0.217], [2.083, -3.628, 1.107], [2.884, -3.016, 2.545], [2.632, -1.942, 1.176], [0.070, -2.462, 1.536], [1.150, -3.216, 4.296], [0.673, -4.391, 3.074], [-0.536, -3.330, 3.783], [2.642, -1.244, 3.908], [2.950, 1.097, 4.537], [1.424, 2.825, 3.683], [-1.259, 2.141, 1.255], [0.102, 4.345, 2.870], [-0.892, 4.515, 1.438], [0.714, 3.772, 1.309], [-1.565, 2.930, 4.177], [-2.470, 1.661, 3.344], [-2.686, 3.357, 2.883], [-1.577, -1.302, 4.039], [-3.312, -2.957, 4.640], [-4.853, -3.824, 2.909], [-4.682, -2.961, 0.574]],
  "forces_ev_per_angstrom": [[-0.10, 0.22, 2.29], [-0.10, -0.07, -0.05], [0.26, 0.13, 0.03], [-0.49, 0.56, -0.19], [-0.01, -0.12, 0.13], [-0.02, -0.02, -0.01], [-0.02, 0.01, -0.04], [0.01, -0.02, -0.01], [0.01, 0.07, 0.08], [-0.12, 0.23, -0.12], [0.01, -0.15, -0.05], [0.06, 0.11, -0.12], [-0.40, 0.09, -0.27], [0.02, 0.00, 0.01], [0.00, 0.00, 0.01], [0.00, 0.00, 0.02], [-0.03, 0.04, 0.03], [0.04, -0.02, -0.03], [-0.02, 0.01, 0.02], [-0.01, -0.01, 0.03], [-0.01, 0.00, -0.04], [0.13, 0.05, 0.19], [0.06, -0.06, -0.08], [-0.19, 0.00, -0.20], [0.01, 0.03, -0.03], [0.11, -0.51, 0.24], [-0.19, -0.02, -0.09], [-0.01, 0.08, 0.01], [-0.02, 0.00, 0.06], [0.00, 0.00, 0.02], [0.03, 0.03, -0.08], [-0.02, -0.17, 0.19], [0.58, -0.61, 0.13], [0.02, -0.03, -0.03], [0.00, 0.00, 0.00], [0.01, -0.01, 0.05], [0.00, -0.01, 0.01], [0.00, 0.00, 0.00], [0.05, -0.03, 0.00], [0.01, -0.01, -0.01], [0.00, 0.00, 0.00], [0.01, -0.01, 0.02], [0.04, 0.00, 0.01], [-0.05, 0.00, -0.05], [0.01, 0.00, 0.10], [-0.01, -0.05, -0.01], [0.09, 0.14, -0.47], [-0.01, 0.03, 0.13], [0.06, -0.01, 0.03], [0.12, -0.01, -0.22], [-0.38, -0.26, 0.51], [0.01, -0.04, 0.20], [-0.07, 0.00, -0.03], [-0.04, 0.00, -0.06], [0.35, 0.23, 0.29], [0.49, 0.01, -2.81], [-0.31, 0.13, -0.02], [-0.12, 0.18, 0.00], [0.00, 0.04, -0.13], [-0.10, -0.06, 0.06], [0.00, 0.06, -0.12], [0.03, -0.27, 0.39], [0.05, 0.16, -0.10], [0.01, -0.04, 0.04], [0.01, 0.03, 0.00], [0.02, 0.00, 0.04], [-0.04, -0.02, 0.06], [0.02, 0.01, -0.01], [-0.02, -0.01, 0.00], [0.05, 0.01, 0.00], [-0.04, -0.03, 0.04], [-0.01, 0.00, 0.01], [0.00, 0.00, 0.01], [0.07, 0.11, -0.04], [0.02, 0.00, 0.00], [0.01, 0.02, -0.01], [0.00, 0.00, 0.00], [-0.01, -0.01, 0.01], [0.03, -0.03, 0.01], [-0.01, 0.02, 0.01], [0.02, -0.06, 0.01], [0.03, 0.00, 0.01], [0.01, -0.02, -0.01], [-0.01, -0.01, 0.00]]
}

---

Q: Number 2 is which compound?
A: C38H34FN4O6Sn

---

Q: What is the formula in the second record?
A: C38H34FN4O6Sn